Entry 1:
10 unconnected molecules or ions with the total composition C40H78O11. Source: OMol25; level of theory: ωB97M-V with the def2-TZVPD basis set.

Bonds (Å) are listed after each position.
Element x y z (Å)
1 C -3.9042 1.7571 0.9438  C10 1.507, H60 1.090, H97 1.090, O104 1.428
2 H 4.0978 2.3241 -2.7148  C45 1.090
3 C 0.8671 1.3936 -3.7248  H21 1.090, C93 1.536, O124 1.431, H126 1.090
4 H -6.1668 2.2607 -2.3277  C71 1.090
5 H 0.1079 -1.5699 2.8943  C107 1.090
6 O -1.1145 -0.9294 5.8565  C37 1.478, C87 1.394
7 O 2.3108 2.9656 -1.8041  C45 1.463, C101 1.477
8 H 2.2412 0.6207 1.3553  C125 1.090
9 H -2.6246 -1.9163 -0.8926  C59 1.090
10 C -2.4700 1.6718 0.4902  C1 1.507, H12 1.090, C34 1.483, H80 1.090
11 H -0.2892 -3.1204 4.5314  C86 1.090
12 H -2.2235 2.2388 -0.4075  C10 1.090
13 H 1.5092 1.7438 -1.1593  C53 1.090
14 C 0.2896 -4.4623 -3.3032  C24 1.523, O25 1.252, O99 1.267
15 C 0.6371 -0.6628 0.9588  H27 1.090, O66 1.376, H106 1.090, C125 1.477
16 H -1.7538 0.1496 -4.8164  C96 1.090
17 H 5.2673 1.4420 0.1468  C98 1.090
18 H 4.8828 -0.9978 0.6802  C111 1.090
19 H -1.5488 -0.9553 2.8482  C107 1.090
20 C -3.2351 -1.4383 1.1870  H43 1.090, C59 1.538, H64 1.090, O82 1.401
21 H 1.8140 1.4067 -4.2645  C3 1.090
22 H -3.8110 2.7355 -2.4748  C89 1.090
23 H 2.5548 6.1183 -2.2706  C100 1.090
24 C -0.5797 -3.2170 -3.1878  C14 1.523, C26 1.555, H31 1.090, H129 1.090
25 O 0.1121 -5.5491 -3.8989  C14 1.252
26 C 0.1948 -2.3498 -2.1560  C24 1.555, H30 1.090, H52 1.090, C91 1.493
27 H 0.2714 -0.3201 1.9267  C15 1.090
28 H -2.2828 0.7358 -2.0117  C48 1.090
29 H 2.5296 -0.1759 -0.1237  C125 1.090
30 H -0.3227 -2.4742 -1.2048  C26 1.090
31 H -0.5614 -2.8153 -4.2009  C24 1.090
32 C -3.6837 -3.7582 1.0740  H41 1.090, C42 1.573, O82 1.449, H120 1.090
33 H 3.7970 -4.6563 2.6279  C113 1.090
34 C -1.8124 2.4380 1.5760  C10 1.483, H61 1.090, H65 1.090, C116 1.521
35 H 0.3848 1.8349 0.2197  C53 1.090
36 O -4.0985 0.1602 -1.1630  C48 1.418, C74 1.393
37 C -0.4999 -0.3591 4.6391  O6 1.478, H83 1.090, C107 1.522, H108 1.090
38 H -2.2232 -4.0970 -0.4709  C42 1.090
39 H -2.5400 3.7182 3.1105  C116 1.090
40 H -3.1213 4.2488 1.5074  C116 1.090
41 H -4.3097 -4.2169 0.3087  C32 1.090
42 C -2.2576 -3.5202 0.4533  C32 1.573, H38 1.090, C59 1.496, H119 1.090
43 H -3.7731 -0.6065 0.7324  C20 1.090
44 H 5.4999 -0.8469 3.2452  C79 1.090
45 C 3.2320 2.9465 -2.9410  H2 1.090, O7 1.463, C78 1.461, H90 1.090
46 H 2.2099 -2.3762 -2.9577  C91 1.090
47 H 3.7258 -0.5155 1.8494  C111 1.090
48 C -3.3277 0.5768 -2.2784  H28 1.090, O36 1.418, H77 1.090, C89 1.496
49 H -5.5049 1.3641 -0.3765  C74 1.090
50 H -6.0101 0.6837 -3.1611  C71 1.090
51 H 0.2584 -0.2756 -1.9057  C75 1.090
52 H 0.1713 -1.3046 -2.4644  C26 1.090
53 C 0.9800 1.1658 -0.4017  H13 1.090, H35 1.090, C75 1.562, C125 1.489
54 H 1.3227 -4.0309 1.8609  C92 1.090
55 H -1.8939 -2.7167 6.3028  C87 1.090
56 H 0.2677 3.5074 -3.7543  C93 1.090
57 H -0.9982 0.7634 -1.3809  C75 1.090
58 O 1.7560 -2.1948 2.7051  C92 1.389, C123 1.453
59 C -2.2977 -2.0583 0.1375  H9 1.090, C20 1.538, C42 1.496, H105 1.090
60 H -4.5004 2.2702 0.1892  C1 1.090
61 H -1.5759 1.8981 2.4929  C34 1.090
62 H -2.0798 2.4246 -4.7799  C95 1.090
63 H 2.0089 -2.9358 -1.3197  C91 1.090
64 H -2.7558 -1.0685 2.0935  C20 1.090
65 H -0.8914 2.9022 1.2233  C34 1.090
66 O -0.3545 -0.6446 0.0056  C15 1.376, C75 1.374
67 H 5.0485 2.9242 2.2643  C114 1.090
68 H 4.4453 4.4791 -2.3308  C78 1.090
69 H 2.7131 -1.4253 4.5303  C123 1.090
70 H 0.5129 4.0093 -2.0425  C101 1.090
71 C -5.5162 1.4054 -2.5105  H4 1.090, H50 1.090, C74 1.507, C89 1.521
72 H -2.8582 -1.7649 5.2640  C87 1.090
73 H 6.7062 -0.4404 1.9422  C79 1.090
74 C -5.3968 0.6631 -1.2042  O36 1.393, H49 1.090, C71 1.507, H81 1.090
75 C -0.1143 0.2379 -1.0194  H51 1.090, C53 1.562, H57 1.090, O66 1.374
76 H 3.4951 1.3786 0.4872  C98 1.090
77 H -3.2503 -0.2829 -2.9440  C48 1.090
78 C 3.6348 4.3467 -3.0476  C45 1.461, H68 1.090, C100 1.587, H122 1.090
79 C 5.8204 -0.1252 2.4938  H44 1.090, H73 1.090, C111 1.614, O121 1.415
80 H -2.1780 0.6410 0.2893  C10 1.090
81 H -6.1990 -0.0630 -1.0724  C74 1.090
82 O -4.1896 -2.4404 1.4019  C20 1.401, C32 1.449
83 H -0.7808 0.6879 4.5253  C37 1.090
84 H 3.8706 1.8287 3.0399  C114 1.090
85 H 3.7014 -3.4474 1.3174  C113 1.090
86 C -1.1753 -2.6002 4.1679  H11 1.090, C87 1.527, H103 1.090, C107 1.485
87 C -1.8224 -2.0554 5.4393  O6 1.394, H55 1.090, H72 1.090, C86 1.527
88 H 1.7816 5.3837 -3.6277  C100 1.090
89 C -4.0718 1.7441 -2.8453  H22 1.090, C48 1.496, C71 1.521, H117 1.090
90 H 2.6556 2.6450 -3.8156  C45 1.090
91 C 1.5517 -2.9542 -2.3090  C26 1.493, H46 1.090, H63 1.090, O99 1.375
92 C 1.9913 -3.5580 2.5803  H54 1.090, O58 1.389, H102 1.090, C113 1.477
93 C 0.0135 2.5638 -4.2372  C3 1.536, H56 1.090, C95 1.553, H118 1.090
94 C 4.0516 -2.6244 3.2779  H112 1.090, C113 1.513, C123 1.541, H127 1.090
95 C -1.4292 2.0444 -3.9923  H62 1.090, C93 1.553, C96 1.553, H115 1.090
96 C -1.2509 0.5036 -3.9164  H16 1.090, C95 1.553, O124 1.457, H128 1.090
97 H -4.3501 0.7887 1.1704  C1 1.090
98 C 4.4983 1.2907 0.9043  H17 1.090, H76 1.090, C111 1.566, C114 1.517
99 O 1.3906 -4.2587 -2.7111  C14 1.267, C91 1.375
100 C 2.3090 5.1485 -2.7032  H23 1.090, C78 1.587, H88 1.090, C101 1.542
101 C 1.5382 4.2233 -1.7408  O7 1.477, H70 1.090, C100 1.542, H109 1.090
102 H 1.6529 -3.9300 3.5473  C92 1.090
103 H -1.7730 -3.2308 3.5098  C86 1.090
104 O -4.0054 2.5263 2.1428  C1 1.428, C116 1.428
105 H -1.3020 -1.6150 0.1501  C59 1.090
106 H 1.0827 -1.6505 1.0773  C15 1.090
107 C -0.7654 -1.3365 3.5034  H5 1.090, H19 1.090, C37 1.522, C86 1.485
108 H 0.5832 -0.4075 4.7509  C37 1.090
109 H 1.5761 4.4694 -0.6796  C101 1.090
110 H 2.9852 -0.7874 2.8352  C123 1.090
111 C 4.6548 -0.1931 1.3791  H18 1.090, H47 1.090, C79 1.614, C98 1.566
112 H 4.2454 -3.0317 4.2702  C94 1.090
113 C 3.4473 -3.6604 2.3558  H33 1.090, H85 1.090, C92 1.477, C94 1.513
114 C 4.6490 1.9102 2.2813  H67 1.090, H84 1.090, C98 1.517, O121 1.420
115 H -1.7359 2.5020 -3.0517  C95 1.090
116 C -2.8663 3.3873 2.1246  C34 1.521, H39 1.090, H40 1.090, O104 1.428
117 H -3.8817 1.7611 -3.9185  C89 1.090
118 H 0.2823 2.7562 -5.2759  C93 1.090
119 H -1.5369 -3.7192 1.2465  C42 1.090
120 H -3.5551 -4.4208 1.9299  C32 1.090
121 O 5.7618 1.2415 2.8559  C79 1.415, C114 1.420
122 H 4.0661 4.7390 -3.9685  C78 1.090
123 C 2.8654 -1.6604 3.4769  O58 1.453, H69 1.090, C94 1.541, H110 1.090
124 O 0.1596 0.2247 -4.1507  C3 1.431, C96 1.457
125 C 1.7186 0.2248 0.4845  H8 1.090, C15 1.477, H29 1.090, C53 1.489
126 H 0.9503 1.4190 -2.6383  C3 1.090
127 H 4.9385 -2.1979 2.8092  C94 1.090
128 H -1.6696 -0.0055 -3.0483  C96 1.090
129 H -1.5792 -3.5428 -2.8997  C24 1.090

Calculated values
- LUMO (eV) = 0.23
- DFT total energy (eV) = -65252.692
- molar mass (g mol⁻¹) = 735.05
- SMILES string = O=C1CCCO1.C1CCOC1.C1CCOC1.C1CCOC1.C1CCOC1.C1CCOC1.C1CCOC1.C1CCOC1.C1CCOC1.C1CCOC1
- ΔE to the lowest compared entry with this formula, charge and spin (kJ/mol) = 597.59
- frontier orbital gap (eV) = 9.04


Entry 2:
11 unconnected molecules or ions with the total composition C40H80Br2O18. Source: OMol25; level of theory: ωB97M-V with the def2-TZVPD basis set.

Bonds (Å) are listed after each position.
Element x y z (Å)
1 H -11.9317 -12.1913 13.4533  C49 1.090
2 O -15.2882 -22.9512 12.0644  C115 1.233
3 H -10.6600 -7.4198 12.8297  C97 1.090
4 H -10.2860 -17.5397 13.2894  C23 1.090
5 H -20.4826 -12.0497 8.9414  C103 1.090
6 H -10.4105 -15.7245 5.4086  C108 1.090
7 O -11.1366 -9.8325 14.2033  C82 1.396, C126 1.419
8 C -10.4199 -11.9778 8.1212  H56 1.090, C74 1.484, H86 1.090, H138 1.090
9 H -16.0246 -10.2751 15.2144  C133 1.090
10 H -10.5265 -12.6992 14.2925  C49 1.090
11 H -7.6077 -14.6522 10.4931  C139 1.090
12 H -13.5780 -17.6166 9.2018  C68 1.090
13 C -11.9380 -19.0783 8.7319  O65 1.397, C68 1.527, H96 1.090, H119 1.090
14 H -16.3562 -12.6437 7.6007  C47 1.090
15 C -13.9027 -15.2798 11.1832  C83 1.535, C101 1.492, O135 1.239
16 H -16.8905 -6.5476 13.3487  C75 1.090
17 H -7.4617 -17.0462 12.5299  C52 1.090
18 H -15.3033 -11.9342 6.3872  C47 1.090
19 O -18.2232 -10.6458 13.4547  C60 1.230
20 C -15.7647 -20.2682 11.5626  C113 1.457, H114 1.090, H116 1.090, O121 1.444
21 H -10.2722 -22.9027 8.6839  C62 1.090
22 H -14.3285 -9.9277 14.7629  C133 1.090
23 C -9.8520 -16.7524 13.9057  H4 1.090, H40 1.090, H45 1.090, C111 1.550
24 H -18.4166 -22.9733 12.5654  C26 1.090
25 H -16.2783 -14.7690 15.0788  C128 1.090
26 C -17.4718 -23.2632 13.0250  H24 1.090, H102 1.090, C115 1.515, H117 1.090
27 H -14.3070 -13.2080 10.8928  C101 1.090
28 H -12.3130 -8.1150 14.7345  C126 1.090
29 H -11.7644 -16.0985 8.2029  C89 1.090
30 H -10.4048 -6.5017 14.2258  C97 1.090
31 H -15.0719 -14.2605 9.6664  C101 1.090
32 H -15.9552 -7.5009 12.1969  C75 1.090
33 H -11.9954 -22.8399 8.1222  C62 1.090
34 C -10.3710 -15.3242 16.0865  H43 1.090, H81 1.090, C111 1.550, H134 1.090
35 O -11.5473 -10.8128 16.3161  C82 1.229
36 H -17.2000 -15.3882 9.9026  C64 1.090
37 O -10.7447 -14.3132 7.7149  C74 1.391, C89 1.446
38 H -15.5976 -18.3056 10.7292  C113 1.090
39 H -13.7855 -19.2591 9.8856  C68 1.090
40 H -9.7848 -15.7339 13.5231  C23 1.090
41 C -14.1708 -15.1397 14.8547  H53 1.090, H61 1.090, H91 1.090, C128 1.534
42 H -12.9748 -11.1448 10.4454  C125 1.090
43 H -11.1871 -14.7034 15.7170  C34 1.090
44 O -10.0313 -20.3140 7.3740  C129 1.217
45 H -8.8015 -16.9199 14.1435  C23 1.090
46 H -17.0471 -11.3986 6.5322  C47 1.090
47 C -16.1452 -11.7281 7.0481  H14 1.090, H18 1.090, H46 1.090, C84 1.455
48 C -18.4423 -15.3752 8.1139  C64 1.511, O67 1.299, O71 1.258
49 C -11.4832 -12.2002 14.4467  H1 1.090, H10 1.090, H73 1.090, C82 1.485
50 H -9.4246 -7.9767 13.8881  C97 1.090
51 C -19.4366 -13.3464 7.5300  O67 1.430, C103 1.508, H107 1.090, H130 1.090
52 C -7.0641 -16.2058 11.9610  H17 1.090, Br87 1.936, H90 1.090, C139 1.590
53 H -13.3345 -14.9503 14.1818  C41 1.090
54 H -15.8025 -14.2765 13.4748  C128 1.090
55 H -10.8140 -17.3018 6.0890  C108 1.090
56 H -9.3545 -12.1497 7.9684  C8 1.090
57 O -17.9056 -9.2178 11.7136  C60 1.336, C66 1.422
58 H -14.7363 -8.8592 9.4884  C122 1.090
59 H -18.8881 -11.5140 8.5603  C103 1.090
60 C -18.0720 -10.4288 12.2531  O19 1.230, O57 1.336, C136 1.527
61 H -14.3831 -16.1809 14.6123  C41 1.090
62 C -10.9709 -22.5136 7.9433  H21 1.090, H33 1.090, H76 1.090, C129 1.557
63 H -16.2787 -18.4244 12.3990  C113 1.090
64 C -17.7467 -16.0764 9.2579  H36 1.090, C48 1.511, H85 1.090, H93 1.090
65 O -11.9489 -20.4606 8.5291  C13 1.397, C129 1.304
66 C -18.1016 -7.9989 12.4201  O57 1.422, C75 1.483, H105 1.090, H110 1.090
67 O -18.8058 -14.1883 8.4979  C48 1.299, C51 1.430
68 C -13.3742 -18.6780 9.0603  H12 1.090, C13 1.527, H39 1.090, H99 1.090
69 O -14.4785 -11.9453 13.2005  C94 1.197
70 H -17.2022 -18.9024 10.9613  C113 1.090
71 O -18.6991 -15.9227 7.0104  C48 1.258
72 H -20.0818 -11.3096 7.3448  C103 1.090
73 H -12.1799 -12.7538 15.0763  C49 1.090
74 C -11.2543 -13.0365 7.5017  C8 1.484, O37 1.391, O78 1.215
75 C -16.7791 -7.5389 12.9094  H16 1.090, H32 1.090, C66 1.483, H92 1.090
76 H -10.6844 -22.8447 6.9451  C62 1.090
77 H -8.9756 -15.0784 11.4055  C139 1.090
78 O -12.2229 -12.6671 6.8677  C74 1.215
79 H -11.8278 -15.4465 12.0095  C83 1.090
80 H -15.7352 -14.2756 11.2374  C101 1.090
81 H -10.5798 -15.5612 17.1298  C34 1.090
82 C -11.3381 -10.8777 15.1068  O7 1.396, O35 1.229, C49 1.485
83 C -12.3838 -15.0580 11.1563  C15 1.535, H79 1.090, H127 1.090, H140 1.090
84 C -15.9314 -10.6645 8.0172  C47 1.455, O109 1.313, O123 1.233
85 H -17.0947 -16.8420 8.8373  C64 1.090
86 H -10.6104 -11.9295 9.1934  C8 1.090
87 Br -6.3786 -14.8070 13.1104  C52 1.936
88 H -14.7456 -11.0481 16.0936  C133 1.090
89 C -11.4518 -15.5160 7.3362  H29 1.090, O37 1.446, C108 1.558, H118 1.090
90 H -6.2421 -16.6116 11.3712  C52 1.090
91 H -13.7679 -15.0477 15.8633  C41 1.090
92 H -16.4363 -8.1170 13.7675  C75 1.090
93 H -18.4758 -16.5442 9.9194  C64 1.090
94 C -15.0078 -11.9454 14.2741  O69 1.197, O106 1.348, C133 1.499
95 H -19.2215 -11.7252 10.8969  C136 1.090
96 H -11.2388 -18.8493 9.5362  C13 1.090
97 C -10.4222 -7.5375 13.8870  H3 1.090, H30 1.090, H50 1.090, C126 1.517
98 H -17.7395 -12.4254 11.6748  C136 1.090
99 H -13.9270 -18.9337 8.1564  C68 1.090
100 H -15.2535 -10.0684 10.6364  C122 1.090
101 C -14.7847 -14.1713 10.7141  C15 1.492, H27 1.090, H31 1.090, H80 1.090
102 H -17.3361 -24.3393 12.9170  C26 1.090
103 C -19.7616 -11.9997 8.1254  H5 1.090, C51 1.508, H59 1.090, H72 1.090
104 H -9.5462 -16.4993 6.7532  C108 1.090
105 H -18.7312 -7.3099 11.8570  C66 1.090
106 O -15.5006 -13.0050 14.9459  C94 1.348, C128 1.432
107 H -18.7599 -13.2595 6.6800  C51 1.090
108 C -10.5302 -16.2795 6.3390  H6 1.090, H55 1.090, C89 1.558, H104 1.090
109 O -14.8213 -10.7617 8.7120  C84 1.313, C122 1.405
110 H -18.5786 -8.1982 13.3797  C66 1.090
111 C -10.4954 -16.6620 15.3132  C23 1.550, C34 1.550, O112 1.225
112 O -11.1804 -17.5380 15.8270  C111 1.225
113 C -16.2113 -18.8892 11.4154  C20 1.457, H38 1.090, H63 1.090, H70 1.090
114 H -15.4131 -20.6333 10.5976  C20 1.090
115 C -16.3824 -22.4573 12.3474  O2 1.233, C26 1.515, O121 1.357
116 H -14.9399 -20.2490 12.2750  C20 1.090
117 H -17.4380 -22.9335 14.0634  C26 1.090
118 H -12.3946 -15.2915 6.8376  C89 1.090
119 H -11.7946 -18.5405 7.7948  C13 1.090
120 H -10.9154 -8.4024 15.6844  C126 1.090
121 O -16.7377 -21.1637 12.1419  C20 1.444, C115 1.357
122 C -14.5854 -9.8949 9.7928  H58 1.090, H100 1.090, O109 1.405, C125 1.526
123 O -16.7481 -9.7476 8.1249  C84 1.233
124 Br -8.6243 -16.7911 9.5436  C139 1.977
125 C -13.1288 -10.0935 10.2021  H42 1.090, C122 1.526, H132 1.090, H137 1.090
126 C -11.2958 -8.5011 14.6678  O7 1.419, H28 1.090, C97 1.517, H120 1.090
127 H -11.9244 -15.4117 10.2333  C83 1.090
128 C -15.4468 -14.3650 14.5013  H25 1.090, C41 1.534, H54 1.090, O106 1.432
129 C -10.9160 -20.9581 7.9071  O44 1.217, C62 1.557, O65 1.304
130 H -20.3233 -13.8619 7.1610  C51 1.090
131 H -17.5414 -11.2126 10.4152  C136 1.090
132 H -12.4469 -9.8531 9.3865  C125 1.090
133 C -15.0250 -10.6948 15.1010  H9 1.090, H22 1.090, H88 1.090, C94 1.499
134 H -9.4397 -14.7802 15.9287  C34 1.090
135 O -14.3697 -16.3652 11.5563  C15 1.239
136 C -18.1961 -11.5462 11.2203  C60 1.527, H95 1.090, H98 1.090, H131 1.090
137 H -12.7685 -9.4398 10.9965  C125 1.090
138 H -10.6383 -10.9689 7.7711  C8 1.090
139 C -8.0848 -15.5165 10.9552  H11 1.090, C52 1.590, H77 1.090, Br124 1.977
140 H -12.2273 -13.9799 11.1934  C83 1.090

Calculated values
- LUMO (eV) = 0.14
- DFT total energy (eV) = -219717.222
- molar mass (g mol⁻¹) = 1008.87
- SMILES string = CCOC(C)=O.CCOC(C)=O.CCOC(C)=O.CCOC(C)=O.CCOC(C)=O.CCOC(C)=O.CCOC(C)=O.CCOC(C)=O.CC(C)=O.CC(C)=O.BrCCBr
- frontier orbital gap (eV) = 9.97